<w>
This record from the Open Molecules 2025 dataset describes an isolated ion of composition C2H2FO2S and charge -1. The level of theory is the ωB97M-V functional and the def2-TZVPD basis.

The geometry in XYZ format:
```
8
Properties=species:S:1:pos:R:3:mulliken_charge:R:1
S 1.449 0.169 -1.369 -0.3468
F -1.268 -0.041 -1.397 -0.2543
O 0.403 -1.272 1.212 -0.6776
O -1.451 0.023 1.507 -0.6791
C -0.462 -0.438 0.944 0.4942
C -0.347 0.361 -0.462 0.0799
H -0.440 1.340 -0.187 0.2658
H 2.116 -0.140 -0.249 0.1180
```

## Properties
**Frontier orbital gap**: 7.95 eV
**Structure (SMILES)**: O=C([O-])[C@H](F)S
**Highest occupied orbital energy**: -4.42 eV
**Charge**: -1
**Lowest unoccupied orbital energy**: 3.53 eV
**2S+1**: 1



<x>
This record from the Open Molecules 2025 dataset describes an isolated ion of composition C2H2FO2S and charge -1. The level of theory is the ωB97M-V functional and the def2-TZVPD basis.

The geometry in XYZ format:
```
8
Properties=species:S:1:pos:R:3:mulliken_charge:R:1
S -1.639 0.114 -0.359 0.4233
F 2.556 -0.094 0.221 -0.2715
O -1.598 -1.385 -0.378 -0.6406
O -2.048 0.664 0.981 -0.6208
C 1.177 -0.283 0.027 0.0042
C 0.191 0.581 -0.292 -0.5004
H 0.296 1.709 -0.324 0.2499
H 1.065 -1.306 0.124 0.3559
```

## Properties
**Frontier orbital gap**: 7.69 eV
**Highest occupied orbital energy**: -3.54 eV
**Charge**: -1
**Lowest unoccupied orbital energy**: 4.15 eV
**2S+1**: 1



Short version: <w> is the most stable of them.



<w>
This record from the Open Molecules 2025 dataset describes a 2-piece molecular cluster, CH3O2S overall. The level of theory is the ωB97M-V functional and the def2-TZVPD basis.

The geometry in XYZ format:
```
7
Properties=species:S:1:pos:R:3:mulliken_charge:R:1
S 0.137 2.266 0.209 -0.0454
O 1.378 3.075 -0.240 -0.5176
O 0.220 -1.838 0.122 -0.5422
C -0.375 -0.604 -0.214 -0.4902
H -0.698 -0.809 -1.209 0.1886
H 0.704 -1.633 0.846 0.2903
H -1.365 -0.457 0.486 0.1164
```

## Properties
**Frontier orbital gap (alpha / beta)**: 6.12 / 6.15 eV
**Highest occupied orbital energy (alpha / beta)**: -2.25 / -2.25 eV
**Charge**: -1
**Lowest unoccupied orbital energy (alpha / beta)**: 3.87 / 3.90 eV
**2S+1**: 1



<x>
This record from the Open Molecules 2025 dataset describes a 2-piece molecular cluster, CH3O2S overall. The level of theory is the ωB97M-V functional and the def2-TZVPD basis.

The geometry in XYZ format:
```
7
Properties=species:S:1:pos:R:3:mulliken_charge:R:1
S 1.460 -0.939 -1.616 -0.6324
O -0.533 -0.423 0.355 -0.5439
O -1.617 0.688 1.959 -0.6149
C -0.652 0.482 1.237 0.2041
H 0.757 -0.412 -2.627 0.0562
H 0.396 -0.609 -0.557 0.3071
H 0.189 1.212 1.249 0.2238
```

## Properties
**Frontier orbital gap**: 8.50 eV
**Highest occupied orbital energy**: -4.55 eV
**Charge**: -1
**Lowest unoccupied orbital energy**: 3.95 eV
**2S+1**: 1



Short version: <x> is the most stable of them.



<w>
This record from the Open Molecules 2025 dataset describes an isolated ion of composition C4H6NO2 and charge -1. The level of theory is the ωB97M-V functional and the def2-TZVPD basis.

The geometry in XYZ format:
```
13
Properties=species:S:1:pos:R:3:mulliken_charge:R:1
O 1.968 1.486 -0.410 -0.4859
O 2.145 -0.895 0.381 -0.5947
N 1.297 0.850 0.392 -0.0137
C -0.083 0.383 -0.334 0.1602
C -0.037 -1.068 -0.289 -0.6668
C -1.504 1.015 0.379 -1.1881
C 1.179 -1.661 -0.038 -0.0573
H -1.560 2.114 0.368 0.3499
H -0.023 1.031 -1.217 0.3156
H 1.374 -2.732 0.066 0.3773
H -1.591 0.613 1.444 0.2913
H -0.878 -1.755 -0.501 0.2104
H -2.287 0.619 -0.240 0.3017
```

## Properties
**Frontier orbital gap**: 6.89 eV
**Structure (SMILES)**: C[C@H](/C=C\[O-])N=O
**Highest occupied orbital energy**: -2.52 eV
**Charge**: -1
**Lowest unoccupied orbital energy**: 4.36 eV
**2S+1**: 1



<x>
This record from the Open Molecules 2025 dataset describes a 2-piece molecular cluster, C4H6NO2 overall. The level of theory is the ωB97M-V functional and the def2-TZVPD basis.

The geometry in XYZ format:
```
13
Properties=species:S:1:pos:R:3:mulliken_charge:R:1
O -1.276 -2.502 -1.634 -0.5467
O 0.993 -2.303 -1.141 -0.6923
N -1.025 -1.049 -0.952 -0.4719
C 1.416 0.297 0.260 -0.7115
C -0.880 1.480 0.570 -0.9207
C -0.151 -1.910 -1.221 0.7295
C 0.267 0.542 1.002 0.0058
H -1.866 1.188 0.994 0.2669
H -0.871 1.363 -0.561 0.2832
H 1.778 0.838 -0.708 0.2025
H 0.272 0.123 2.035 0.2492
H 1.952 -0.576 0.542 0.2953
H -0.608 2.510 0.812 0.3106
```

## Properties
**Frontier orbital gap**: 7.47 eV
**Highest occupied orbital energy**: -3.29 eV
**Charge**: -1
**Lowest unoccupied orbital energy**: 4.18 eV
**2S+1**: 1



Short version: <x> is the most stable of them.



<w>
This record from the Open Molecules 2025 dataset describes a 2-piece molecular cluster, CH5S3 overall. The level of theory is the ωB97M-V functional and the def2-TZVPD basis.

The geometry in XYZ format:
```
9
Properties=species:S:1:pos:R:3:mulliken_charge:R:1
S -0.132 -1.774 0.905 -0.3205
S 2.749 0.036 0.521 -0.7592
S -1.090 -1.229 -0.822 -0.1191
C -1.299 0.561 -0.742 -0.7236
H -0.470 1.009 -1.279 0.2582
H 2.654 0.868 1.599 0.0066
H 1.149 -1.113 0.721 0.1376
H -2.257 0.776 -1.206 0.2729
H -1.303 0.866 0.301 0.2470
```

## Properties
**Frontier orbital gap**: 6.60 eV
**Highest occupied orbital energy**: -3.19 eV
**Charge**: -1
**Lowest unoccupied orbital energy**: 3.40 eV
**2S+1**: 1



<x>
This record from the Open Molecules 2025 dataset describes a 2-piece molecular cluster, CH5S3 overall. The level of theory is the ωB97M-V functional and the def2-TZVPD basis.

The geometry in XYZ format:
```
9
Properties=species:S:1:pos:R:3:mulliken_charge:R:1
S -1.195 -1.157 -0.972 -0.6531
S 1.532 1.128 -2.314 -0.3081
S -1.539 -1.312 1.081 -0.2066
C -0.438 0.007 1.716 -0.7760
H 0.558 -0.397 1.786 0.2397
H -0.619 0.902 1.121 0.2355
H -0.783 0.204 2.727 0.2644
H 0.338 0.509 -2.228 0.0957
H 2.147 0.116 -2.917 0.1087
```

## Properties
**Frontier orbital gap**: 5.59 eV
**Highest occupied orbital energy**: -2.27 eV
**Charge**: -1
**Lowest unoccupied orbital energy**: 3.32 eV
**2S+1**: 1



Short version: <w> is the most stable of them.



<w>
This record from the Open Molecules 2025 dataset describes an isolated molecule of C2H4N4O2. The level of theory is the ωB97M-V functional and the def2-TZVPD basis.

The geometry in XYZ format:
```
12
Properties=species:S:1:pos:R:3:mulliken_charge:R:1
O -0.569 -1.989 1.013 -0.6278
O -1.148 1.824 -1.568 -0.4475
N -1.222 -0.164 -0.203 -0.1011
N 2.141 -0.573 0.867 -0.7688
N 0.852 -0.152 0.393 0.7478
N 0.701 0.958 -0.404 -0.7290
C -0.533 0.996 -0.675 0.3757
C -0.314 -0.917 0.522 0.3776
H -0.539 2.557 -1.618 0.3663
H -2.240 -0.294 -0.376 0.2242
H 2.127 -1.677 0.822 0.3030
H 2.175 -0.219 1.955 0.2796
```

## Properties
**Frontier orbital gap**: 9.33 eV
**Structure (SMILES)**: Nn1nc(O)[nH]c1=O
**Highest occupied orbital energy**: -8.77 eV
**Charge**: 0
**Lowest unoccupied orbital energy**: 0.56 eV
**2S+1**: 1



<x>
This record from the Open Molecules 2025 dataset describes a 2-piece molecular cluster, C2H4N4O2 overall. The level of theory is the ωB97M-V functional and the def2-TZVPD basis.

The geometry in XYZ format:
```
12
Properties=species:S:1:pos:R:3:mulliken_charge:R:1
O 0.215 -0.872 2.071 -0.4675
O -1.751 -0.784 -0.218 -0.5919
N 0.093 -0.026 -2.367 -0.7430
N 0.977 1.358 -0.368 -0.5250
N -0.279 -0.489 -0.093 0.2306
N 0.075 -0.013 1.001 0.1630
C 0.208 0.214 -1.015 0.4960
C 0.843 1.066 0.821 -0.1757
H 0.841 0.637 -2.876 0.2828
H 1.425 1.578 1.513 0.4475
H -0.839 -1.248 2.222 0.4206
H -1.508 -1.212 -1.723 0.4626
```

## Properties
**Frontier orbital gap**: 7.94 eV
**Highest occupied orbital energy**: -8.62 eV
**Charge**: 0
**Lowest unoccupied orbital energy**: -0.68 eV
**2S+1**: 1



Short version: <w> is the most stable of them.



<w>
This record from the Open Molecules 2025 dataset describes an isolated molecule of C2H4N4O2. The level of theory is the ωB97M-V functional and the def2-TZVPD basis.

The geometry in XYZ format:
```
12
Properties=species:S:1:pos:R:3:mulliken_charge:R:1
O 2.772 0.588 0.125 -0.3808
O 1.573 -1.360 -0.278 -0.2102
N 0.054 1.891 -0.097 -0.7739
N 0.301 -1.772 -0.019 -0.1675
N -0.360 -0.440 -0.347 0.2761
N -1.688 -0.297 0.195 -0.7532
C 1.773 0.025 0.037 0.3199
C 0.440 0.652 -0.145 0.5435
H -2.461 -0.276 -0.401 0.2475
H -0.857 1.988 -0.677 0.2960
H 0.083 -1.819 0.927 0.2680
H -1.630 0.820 0.679 0.3346
```

## Properties
**Frontier orbital gap**: 9.12 eV
**Structure (SMILES)**: [H]/N=c1/c(=O)o[nH]n1N
**Highest occupied orbital energy**: -9.45 eV
**Charge**: 0
**Lowest unoccupied orbital energy**: -0.34 eV
**2S+1**: 1



<x>
This record from the Open Molecules 2025 dataset describes C2H4N4O2 as an isolated structure. The level of theory is the ωB97M-V functional and the def2-TZVPD basis.

The geometry in XYZ format:
```
12
Properties=species:S:1:pos:R:3:mulliken_charge:R:1
O -2.077 -0.788 -0.450 -0.4846
O 2.031 1.196 0.305 -0.4664
N -0.206 0.578 -0.549 0.0150
N 0.376 -0.522 -1.549 -0.6592
N -0.084 0.942 1.628 -0.2969
N -1.107 -0.242 1.554 -0.3683
C -1.048 -0.288 0.312 0.3614
C 0.892 0.863 0.504 0.3730
H -1.268 -1.303 -0.995 0.5226
H 0.472 0.309 2.834 0.3536
H 0.568 0.082 -2.670 0.3193
H 1.451 -0.827 -0.925 0.3305
```

## Properties
**Frontier orbital gap**: 9.76 eV
**Highest occupied orbital energy**: -10.19 eV
**Charge**: 0
**Lowest unoccupied orbital energy**: -0.43 eV
**2S+1**: 1



<y>
This record from the Open Molecules 2025 dataset describes an isolated molecule of C2H4N4O2. The level of theory is the ωB97M-V functional and the def2-TZVPD basis.

The geometry in XYZ format:
```
12
Properties=species:S:1:pos:R:3:mulliken_charge:R:1
O -0.473 -0.125 -0.497 -0.4527
O -0.327 2.039 -1.898 -0.3284
N 0.794 1.482 -1.481 -0.3752
N 1.824 0.045 0.302 -0.2579
N -1.274 -1.332 1.202 -0.5312
N 0.875 -0.585 1.303 -0.5047
C 0.862 0.604 -0.649 0.5526
C -0.241 -0.734 0.777 0.4634
H 2.096 1.028 1.011 0.3937
H -2.006 -1.084 0.454 0.3107
H -1.099 -2.514 1.443 0.3634
H -1.029 1.175 -1.967 0.3663
```

## Properties
**Frontier orbital gap**: 9.28 eV
**Structure (SMILES)**: Nc1n[nH]/c(=N/O)o1
**Highest occupied orbital energy**: -9.06 eV
**Charge**: 0
**Lowest unoccupied orbital energy**: 0.22 eV
**2S+1**: 1



Short version: <w> is the most stable of them.



<w>
This record from the Open Molecules 2025 dataset describes an isolated molecule of C3H4P2. The level of theory is the ωB97M-V functional and the def2-TZVPD basis.

The geometry in XYZ format:
```
9
Properties=species:S:1:pos:R:3:mulliken_charge:R:1
P -1.090 -1.230 -0.240 -0.1905
P 2.267 -0.487 0.109 -0.0904
C -0.227 0.355 -0.354 -0.0669
C 1.216 0.677 -0.362 -0.0588
C -1.566 0.586 -0.113 -0.2815
H -0.906 -1.478 1.245 0.0112
H -2.333 1.271 -0.198 0.4105
H 1.474 1.757 -0.461 0.3119
H 1.167 -1.450 0.375 -0.0455
```

## Properties
**Frontier orbital gap**: 8.05 eV
**Structure (SMILES)**: [H]/P=C\C1=[PH]=C1
**Highest occupied orbital energy**: -8.65 eV
**Charge**: 0
**Lowest unoccupied orbital energy**: -0.61 eV
**2S+1**: 1



<x>
This record from the Open Molecules 2025 dataset describes an isolated molecule of C3H4P2. The level of theory is the ωB97M-V functional and the def2-TZVPD basis.

The geometry in XYZ format:
```
9
Properties=species:S:1:pos:R:3:mulliken_charge:R:1
P 2.977 0.843 0.021 -0.0386
P 2.334 -1.000 0.550 -0.1134
C 1.198 0.190 -0.023 -0.3248
C -0.119 0.605 -0.205 0.2786
C -1.203 -0.358 -0.003 -0.8804
H -0.803 -1.318 0.393 0.2824
H -0.592 1.588 -0.293 0.3135
H -2.149 0.116 0.553 0.2513
H -1.642 -0.665 -0.994 0.2314
```

## Properties
**Frontier orbital gap**: 6.84 eV
**Highest occupied orbital energy**: -7.85 eV
**Charge**: 0
**Lowest unoccupied orbital energy**: -1.01 eV
**2S+1**: 1



Short version: <x> is the most stable of them.